The following is a quantum chemistry calculation of one molecule with the formula C4H9NO2S in a non-equilibrium geometry, from the Open Molecules 2025 dataset.

The geometry in XYZ format:
```
17
Properties=species:S:1:pos:R:3:forces:R:3:lowdin_charge:R:1
H 0.25177 -1.30185 -1.76810 -0.1 0.1 0.5 0.107
H 1.73354 -1.61887 1.00408 -0.8 -0.2 -0.2 0.119
C -1.14602 -0.60600 -0.15069 0.4 -1.3 0.4 -0.292
C 0.00934 -0.45465 -1.11899 -0.4 -0.5 -1.4 -0.534
H 2.48910 0.61316 0.08841 0.7 0.2 -1.0 0.070
H -0.89246 1.07782 -2.72782 0.5 -0.1 0.4 -0.104
S 0.25678 1.08687 -1.98716 -0.4 0.3 -0.2 0.761
C 0.87972 0.59999 1.07429 0.3 -0.7 1.3 -0.183
C 0.29511 -0.58603 0.34291 -1.1 1.8 0.7 -0.511
N -2.19923 0.37327 -0.08227 1.0 1.3 0.3 0.045
O 2.30462 0.42972 0.99647 -0.5 0.4 0.7 -0.048
O 0.78680 -1.79185 0.78872 0.9 -0.2 0.4 0.035
H 0.53667 1.58163 0.77621 0.1 0.1 -0.7 0.099
H 0.66199 0.60471 2.15519 -0.1 -0.6 -0.3 0.138
H -1.73270 1.30726 -0.11721 -0.9 -0.9 0.0 0.064
H -1.47173 -1.64930 -0.04913 -0.3 0.5 -0.4 0.151
H -2.76331 0.33411 0.77509 0.6 -0.2 -0.4 0.083
```
Forces are in eV/Å.

## Properties
- HOMO: -8.792 eV
- Energy relative to the best compared isomer or geometry (same formula, charge and spin): 219.0 kJ/mol
- Orbital gap: 0.3464 hartree
- Strongest force on any atom: 2.23 eV/A
- Energy: -20712.7633 eV
- SMILES string: N[C@H]1[C@@H](S)[C@@]1(O)CO